DFT (the ωB97M-V functional and the def2-TZVPD basis) results for a structure of composition C35H40N7O5S3.

Output
E_LUMO = 0.068 Eh
HOMO = -5.46 eV
net charge = -1

The geometry in XYZ format:
```
90
Properties=species:S:1:pos:R:3:mulliken_charge:R:1
O -7.53766 6.01826 -0.03236 -0.526
C -6.51224 5.39582 0.06308 0.030
C -6.17843 4.54903 1.26473 -0.592
S -4.45622 4.08458 1.24670 0.694
O -3.75567 5.35333 1.15927 -0.663
O -4.27966 3.19885 0.11322 -0.535
N -4.24215 3.46244 2.68907 -0.342
S -4.31702 1.88621 2.95538 1.354
O -5.26447 1.19628 2.11213 -0.674
O -4.51240 1.72334 4.38890 -0.754
C -2.64688 1.23244 2.72118 -0.611
C -1.80901 1.73966 1.54932 -0.091
C -1.75111 0.92106 0.24361 -0.451
S -3.12502 -0.17309 -0.17636 -0.181
H -5.75607 5.42473 -0.73850 0.296
H -6.82186 3.66906 1.33641 0.364
H -6.31595 5.16057 2.16085 0.334
H -2.73575 0.14450 2.76626 0.381
H -2.16368 1.56221 3.64487 0.038
H -0.77270 1.79139 1.90698 0.503
H -2.08119 2.76959 1.33205 0.030
H -0.85202 0.29831 0.25273 0.479
H -1.63198 1.62707 -0.57658 -0.139
H -2.86453 -1.13541 0.71521 0.036
N -1.77689 -3.13041 -1.71820 -0.320
C -0.63859 -3.70110 -2.10316 -0.393
C -0.42302 -5.07223 -2.08842 -0.470
C -1.44520 -5.89806 -1.64763 0.309
C -2.63595 -5.31366 -1.24314 -0.571
C -2.75077 -3.93102 -1.29933 -0.187
H 0.14042 -3.02316 -2.43703 0.379
H 0.52394 -5.48198 -2.41450 0.366
H -1.30753 -6.97119 -1.62592 0.242
H -3.46391 -5.91442 -0.88975 0.342
H -3.66695 -3.43523 -0.99342 0.349
N -0.45023 3.54647 -1.61808 -0.149
C -1.49088 4.35003 -1.83238 0.043
C -1.45430 5.41473 -2.72404 -0.753
C -0.28225 5.65611 -3.42003 -0.397
C 0.80738 4.82669 -3.19909 -0.351
C 0.67581 3.78550 -2.29085 -0.345
H -2.38585 4.13354 -1.25769 0.334
H -2.32761 6.03824 -2.85874 0.397
H -0.21658 6.47900 -4.12173 0.360
H 1.74315 4.98343 -3.72075 0.277
H 1.50181 3.11374 -2.08623 0.600
N -0.50353 -9.06003 -2.52163 -0.306
C 0.63834 -9.62964 -2.89954 -0.170
C 0.85509 -10.99932 -2.87944 -0.522
C -0.16948 -11.82284 -2.44135 -0.119
C -1.36388 -11.24402 -2.04453 -0.640
C -1.47893 -9.86320 -2.10455 0.008
H 1.41678 -8.95295 -3.23462 0.354
H 1.80445 -11.40620 -3.19963 0.340
H -0.03933 -12.89698 -2.40969 0.367
H -2.19123 -11.84609 -1.69487 0.331
H -2.39968 -9.37361 -1.80400 0.335
N 3.72603 2.78737 -1.49795 -0.114
C 4.18256 2.41623 -0.30420 -0.394
C 5.40395 2.82810 0.21026 -0.435
C 6.19342 3.66991 -0.55554 -0.199
C 5.73211 4.06179 -1.80281 -0.483
C 4.49674 3.59252 -2.22468 -0.401
H 3.53492 1.76008 0.26660 0.412
H 5.72161 2.49642 1.18909 0.407
H 7.15155 4.01443 -0.18776 0.378
H 6.31358 4.71642 -2.43787 0.391
H 4.09919 3.88128 -3.19234 0.405
N 5.46094 -1.82274 -2.65360 -0.545
C 6.74025 -2.17849 -2.74244 -0.294
C 7.78973 -1.27267 -2.77537 -0.308
C 7.49273 0.07977 -2.71472 -0.482
C 6.16650 0.46717 -2.62262 -0.014
C 5.19080 -0.51995 -2.59454 -0.291
H 6.93256 -3.24523 -2.78936 0.336
H 8.81116 -1.62172 -2.84645 0.359
H 8.28264 0.82044 -2.73741 0.389
H 5.88925 1.51140 -2.57156 0.381
H 4.14259 -0.25183 -2.51920 0.484
N -1.48636 3.89306 6.95292 -0.561
C -0.50626 3.67305 7.82650 -0.214
C -0.14434 2.41365 8.27999 -0.294
C -0.84486 1.31675 7.80073 -0.416
C -1.86899 1.52828 6.89400 -0.271
C -2.15063 2.82957 6.49815 -0.290
H 0.01789 4.55528 8.18103 0.347
H 0.66452 2.29876 8.98976 0.344
H -0.59589 0.31536 8.13025 0.360
H -2.45040 0.71083 6.48920 0.444
H -2.95041 3.01432 5.78778 0.549
```



DFT (the ωB97M-V functional and the def2-TZVPD basis) results for the molecule C4H7NO in a non-equilibrium geometry.

Output
E_LUMO = 0.041 Eh
HOMO = -9.76 eV
energy above the lowest of the compared OMol25 structures with the same formula, charge and spin = 92.5 kcal/mol
net charge = 0

The geometry in XYZ format:
```
13
Properties=species:S:1:pos:R:3:nbo_charge:R:1
C 0.62566 -0.99891 0.37788 -0.095
O 1.37058 0.15241 0.01357 -0.532
C 0.46899 1.09933 0.57521 -0.130
C -1.02138 0.50812 -0.17650 -0.102
N -0.64318 0.07870 -1.52063 -0.575
C -0.65589 -0.89358 -0.44226 -0.145
H 0.25202 -0.68176 1.37333 0.180
H 1.20741 -1.91872 0.28470 0.200
H 0.84079 1.13318 1.64468 0.204
H 0.60262 2.09807 0.19668 0.194
H -2.07790 0.83193 -0.12596 0.225
H 0.32423 0.36321 -1.66896 0.364
H -1.29396 -1.77197 -0.53175 0.213
```



DFT (the ωB97M-V functional and the def2-TZVPD basis) results for a structure of composition C15H35AlBeCaFLiO16S2Si2 in a non-equilibrium geometry.

Output
E_LUMO = -0.338 Eh
HOMO = -10.99 eV
net charge = +2

The geometry in XYZ format:
```
75
Properties=species:S:1:pos:R:3:mulliken_charge:R:1
C -5.48987 4.37772 -1.69381 -1.163
C -5.81983 3.75909 -0.31677 -0.142
O -4.91908 4.36003 0.64447 -0.278
C -5.01151 3.76791 1.86819 -0.108
O -5.85753 4.12821 2.70102 -0.839
C -4.04969 2.66228 2.23954 0.590
C -3.14429 2.24006 0.97286 -0.281
C -2.58272 0.80971 1.17983 -0.988
Si -0.72123 0.80067 0.81453 -0.479
C -0.24486 1.33683 -0.90726 0.534
C -1.27030 0.99807 -2.03400 -0.595
C -1.77599 2.20947 -2.83353 -0.170
C -0.67722 3.16050 -3.36794 -0.790
O 0.60000 2.52346 -3.54416 -0.281
C 1.57994 3.47980 -3.31963 0.690
C 1.97734 3.83268 -1.88418 -0.774
O 2.10020 4.05561 -4.21555 -0.510
O -0.08988 -0.68751 1.27769 -0.254
Si 1.57541 -0.51656 1.64831 0.624
H -5.47253 3.62802 -2.48466 0.322
H -6.20451 5.17517 -1.90419 0.351
H -4.49889 4.83511 -1.61520 0.326
H -6.87991 3.95062 -0.06264 0.197
H -5.69864 2.66444 -0.37003 0.426
H -3.32645 3.05140 3.06679 0.250
H -4.55882 1.77911 2.70550 0.300
H -3.69819 2.30419 0.04117 0.036
H -2.25018 2.96650 0.91111 0.206
H -2.71598 0.54281 2.23898 -0.090
H -3.12788 0.04706 0.59923 1.042
H -0.11797 1.78938 1.75420 -0.182
H 0.00806 2.40130 -0.91324 -0.173
H 0.67286 0.78023 -1.15271 0.448
H -0.89425 0.21391 -2.70526 0.341
H -2.16051 0.56070 -1.54065 0.390
H -2.29912 1.81156 -3.71218 0.491
H -2.52615 2.81573 -2.30094 -0.377
H -0.99986 3.50799 -4.35815 0.411
H -0.60804 4.06365 -2.74570 0.382
H 1.15682 4.37713 -1.39799 0.253
H 2.14642 2.94065 -1.27211 0.160
H 2.86501 4.46017 -1.91262 0.366
H 1.82016 -0.60127 3.09727 -0.112
H 2.01185 0.79829 1.13467 -0.132
H 2.32004 -1.57400 0.95706 -0.212
O 0.60555 -1.09311 -3.85990 -0.674
H 1.45025 -0.64010 -4.00256 0.149
Li -7.36137 3.21561 2.07833 0.884
Ca -3.26206 -0.97739 3.17105 0.801
O 3.37542 -3.71319 1.82011 -0.468
S 2.69406 -4.80434 2.50760 1.412
O 1.87908 -5.54995 1.55306 -0.436
O 1.80619 -4.28205 3.57637 -0.375
O 3.68094 -5.68593 3.11915 -0.500
Al -2.23922 3.98437 2.42824 -0.008
C 6.21747 -3.71303 -1.97193 -0.351
C 4.74531 -3.35894 -1.82118 -0.178
O 4.03636 -4.49710 -2.25393 -0.241
S 4.89645 -5.83270 -1.88931 1.011
O 4.40275 -6.35705 -0.67729 -0.442
O 5.03055 -6.60219 -3.06011 -0.500
O 6.29008 -5.07935 -1.58609 -0.297
H 6.53998 -3.62640 -3.01126 0.333
H 6.86031 -3.10278 -1.34297 0.344
H 4.46891 -2.46852 -2.43999 0.401
H 4.48685 -3.17782 -0.76244 0.044
C 2.12876 -6.14173 6.44422 -0.075
O 1.86444 -6.00323 7.64498 -0.167
H 1.58276 -6.93842 5.87378 0.283
H 1.88676 -5.12320 5.71273 0.337
H 3.19110 -6.32761 6.16633 0.258
F 2.60201 -3.42431 5.51745 -0.494
O 1.38000 -1.86561 -1.56926 -0.003
H 0.76849 -1.63612 -0.86646 0.510
Be 2.84960 -1.76566 -1.78601 0.236
```



DFT (the ωB97M-V functional and the def2-TZVPD basis) results for a structure of composition C37H40FeN2O9P4STe.

Output
E_LUMO (spin up / spin down) = -0.066 / -0.112 Eh
HOMO (spin up / spin down) = -9.51 / -9.68 eV
<S²> = 0.7611
energy above the lowest of the compared OMol25 structures with the same formula, charge and spin = 0.0 kcal/mol
net charge = +1
multiplicity = 2

The geometry in XYZ format:
```
95
Properties=species:S:1:pos:R:3:mulliken_spin:R:1
Fe -0.87639 0.52806 1.84952 0.051
O -2.18679 1.86676 2.46201 -0.001
C -3.51781 1.65668 2.01667 0.000
C -3.68843 0.17349 1.82264 0.001
C -4.94957 -0.37615 1.65314 0.001
C -5.06673 -1.73905 1.44494 0.000
C -3.91616 -2.51289 1.42183 0.001
C -2.69770 -1.88788 1.60199 0.009
N -2.57940 -0.57120 1.79250 0.004
H -1.90271 2.78726 2.45182 0.000
H -3.70024 2.16739 1.06664 0.000
H -4.22408 2.02117 2.76549 0.000
H -5.82258 0.26200 1.69094 0.000
H -6.04088 -2.19109 1.31415 0.000
H -3.95167 -3.58331 1.27776 0.000
H -1.76681 -2.44033 1.60671 -0.014
O 1.20616 -0.23952 -0.08620 -0.111
P 1.22020 -0.57300 -1.54794 -0.050
C -0.39773 -0.16364 -2.27238 0.000
P -1.14623 1.30264 -1.50124 0.002
O -1.45152 1.07253 -0.04982 0.004
C -0.05693 2.67032 -1.86703 0.000
C 0.47162 3.41049 -0.81599 0.000
C 1.35808 4.44683 -1.08229 0.000
C 1.69793 4.74746 -2.39081 0.000
C 1.16692 4.00979 -3.44522 0.000
C 0.29721 2.96715 -3.18674 0.000
C -2.70074 1.54422 -2.36936 0.000
C -3.66232 0.53731 -2.25267 0.000
C -4.89960 0.68506 -2.85405 0.000
C -5.18756 1.84117 -3.57034 0.000
C -4.24234 2.84879 -3.67763 0.000
C -2.99835 2.70383 -3.07735 0.000
C 1.47102 -2.31988 -1.87977 0.031
C 2.62835 -2.81394 -2.47263 -0.015
C 2.79848 -4.18298 -2.62488 0.009
C 1.82029 -5.05892 -2.18277 -0.010
C 0.66385 -4.57391 -1.58502 0.027
C 0.48904 -3.20937 -1.43404 0.053
C 2.45313 0.35618 -2.45528 -0.004
C 2.57551 0.23677 -3.84063 0.001
C 3.53479 0.97159 -4.51542 0.000
C 4.37501 1.82506 -3.80904 0.000
C 4.25249 1.94775 -2.43407 0.001
C 3.29026 1.21499 -1.75246 -0.002
H -1.08262 -0.99867 -2.10250 0.002
H -0.30357 -0.02231 -3.35139 0.000
H 0.22555 3.15252 0.20491 0.000
H 1.78829 5.00260 -0.25962 0.000
H 2.38773 5.55572 -2.59729 0.000
H 1.44060 4.24361 -4.46544 0.000
H -0.11004 2.39373 -4.01238 0.000
H -3.44810 -0.35723 -1.67722 0.000
H -5.64086 -0.09818 -2.76604 0.000
H -6.15446 1.95586 -4.04206 0.000
H -4.47156 3.75191 -4.22696 0.000
H -2.26684 3.49735 -3.15582 0.000
H 3.40495 -2.13693 -2.80346 0.000
H 3.70059 -4.56327 -3.08481 0.000
H 1.95969 -6.12572 -2.29783 0.000
H -0.09199 -5.25796 -1.22357 0.003
H -0.40979 -2.83597 -0.95392 -0.024
H 1.93087 -0.43811 -4.39364 0.001
H 3.63450 0.87476 -5.58837 0.000
H 5.12854 2.39503 -4.33684 0.000
H 4.90232 2.61527 -1.88428 0.000
H 3.19307 1.31721 -0.67884 0.001
N 3.17358 1.10193 4.65876 -0.001
C 1.77110 1.55951 4.29860 0.002
C 1.41809 2.83386 5.04825 0.000
P 1.85773 1.89286 2.48273 0.000
O 2.44978 0.47613 2.01795 0.020
O 2.82177 2.99642 2.29538 0.000
O 0.43402 2.03756 1.97970 -0.003
P 0.69769 0.09747 4.65688 0.036
O 0.20437 0.46668 6.14302 -0.001
O 1.63730 -1.06077 4.66666 0.011
O -0.51099 0.11381 3.76140 -0.018
H 3.86010 1.51548 4.02046 0.000
H 3.14310 0.06248 4.57279 0.000
H 3.41252 1.35494 5.61667 0.000
H 2.06847 3.65321 4.74006 0.000
H 1.47599 2.68664 6.12747 0.000
H 0.39014 3.10826 4.81475 0.000
H 2.13279 0.20240 1.12064 0.020
H -0.47556 -0.13054 6.47694 0.000
Te 1.18121 -2.68219 2.12336 0.911
C 0.56242 -4.65773 2.16259 -0.079
C 1.37740 -5.75732 2.04438 0.069
C 0.67006 -6.98611 2.04885 -0.033
C -0.67663 -6.81263 2.17548 0.087
S -1.08074 -5.15746 2.29993 0.005
H 2.45024 -5.67364 1.94925 0.001
H 1.13871 -7.95600 1.97013 0.000
H -1.44061 -7.57212 2.21861 0.004
```



DFT (the ωB97M-V functional and the def2-TZVPD basis) results for a cluster of 2 separate species, C4H10N2OS2 in total in a non-equilibrium geometry.

Output
E_LUMO = 0.026 Eh
HOMO = -7.98 eV
energy above the lowest of the compared OMol25 structures with the same formula, charge and spin = 3.3 kcal/mol
net charge = 0

The geometry in XYZ format:
```
19
Properties=species:S:1:pos:R:3:nbo_charge:R:1
C -0.08795 -0.66887 -0.59543 0.243
N 0.72339 -1.50991 -1.04223 -0.664
S 1.71678 -1.17986 -2.38215 0.371
C 1.74345 0.64309 -2.26024 -0.563
C 0.27281 1.03289 -2.24947 -0.235
N -0.47145 0.59917 -1.02487 -0.648
H -0.71168 -1.08017 0.31036 0.197
H 2.18574 0.98567 -3.13613 0.232
H 2.25938 0.76769 -1.28978 0.222
H 0.14716 2.07587 -2.38629 0.207
H -0.19834 0.56464 -3.20700 0.205
H -0.81642 1.25023 -0.28252 0.415
C -0.03022 -0.90428 4.05784 -0.762
S 0.07521 0.03064 2.41898 0.446
O 1.66201 0.23671 2.32887 -0.858
H 0.89750 -0.40499 4.58113 0.241
H 0.14286 -2.00109 3.84610 0.228
H -0.99245 -0.55509 4.50310 0.234
H 1.99094 -0.25121 1.57545 0.492
```